Molecular formula: CH5LuO3
Method: DFT, the ωB97M-V functional and the def2-TZVPD basis

Each line ends with the Löwdin spin population.
Element x y z (Å)
O 1.369 -0.416 -0.182  0.100
Lu 1.439 1.879 -0.133  0.757
H 2.084 -0.939 0.188  0.010
O -0.606 1.397 0.572  0.081
O -1.472 2.001 -0.397  0.034
H -1.796 1.258 -0.921  0.001
C -0.084 -1.081 0.182  0.013
H -0.184 -2.175 0.144  0.001
H -0.672 -0.901 -0.729  0.002
H -0.079 -1.021 1.277  0.002

Values from the calculation:
Spin multiplicity: 2
Charge: +1
Electronic energy (Eh): -1501.8931
Lowest unoccupied orbital energy (alpha / beta) (eV): -4.32 / -5.65

Molecular formula: CH5N2O2
Method: DFT, the ωB97M-V functional and the def2-TZVPD basis

Each line ends with the Mulliken charge.
Element x y z (Å)
C 2.528 -0.480 0.146  -0.339
N -2.958 0.185 -0.107  -0.477
N 1.319 -0.776 -0.161  -0.456
O 0.283 -0.010 0.020  -0.569
O -2.103 -1.043 0.058  -0.500
H -1.083 -0.771 0.230  0.443
H 3.098 0.457 0.680  0.216
H 3.334 -1.152 -0.263  0.216
H -3.025 0.406 -1.063  0.216
H -2.344 0.905 0.210  0.251

Values from the calculation:
Energy above the lowest of the compared OMol25 structures with the same formula, charge and spin (kJ/mol): 565.7
Charge: -1
Electronic energy (Eh): -300.9681
Lowest unoccupied orbital energy (eV): 4.74